# 1
A 2-piece molecular cluster, C2H3NOS overall at a distorted geometry. Source: the Open Molecules 2025 dataset; level of theory: ωB97M-V with the def2-TZVPD basis set.

```
8
Properties=species:S:1:pos:R:3:mulliken_charge:R:1
C 0.515 -1.745 -1.747 0.4712
C 0.086 -0.572 -1.179 -0.3233
N 0.594 -2.681 -2.427 -0.3551
O -0.790 1.388 1.942 -0.6189
S 1.323 0.444 -0.759 0.0017
H -0.785 0.816 2.738 0.3206
H -1.491 1.105 1.464 0.3117
H 0.547 1.244 -0.031 0.1921
```

Its charge is 0. The frontier orbital gap is 7.967 eV. For the energy relative to the best compared isomer or geometry (same formula, charge and spin), the calculation gives 71.79 kcal per mole. The HOMO energy is -9.497 eV.

***

# 2
The molecule C2H3NOS at a distorted geometry. Source: the Open Molecules 2025 dataset; level of theory: ωB97M-V with the def2-TZVPD basis set.

```
8
Properties=species:S:1:pos:R:3:mulliken_charge:R:1
C 2.579 -0.406 0.004 -0.2520
N 1.670 0.488 -0.070 -0.4430
O 0.464 -0.137 0.068 -0.0096
C -0.678 0.647 0.069 -0.0201
S -2.021 -0.245 -0.034 -0.2660
H 3.661 -0.037 -0.167 0.2591
H 2.314 -1.445 0.145 0.3266
H -0.451 1.638 0.076 0.4051
```

Its charge is 0. The frontier orbital gap is 9.121 eV. The SMILES is C=NOC=S. For the energy relative to the best compared isomer or geometry (same formula, charge and spin), the calculation gives 64.84 kcal per mole. The HOMO energy is -9.191 eV.

***

# 3
The molecule C2H3NOS at a distorted geometry. Source: the Open Molecules 2025 dataset; level of theory: ωB97M-V with the def2-TZVPD basis set.

```
8
Properties=species:S:1:pos:R:3:mulliken_charge:R:1
C -0.903 -1.331 0.048 0.0429
N 0.301 -1.667 -0.047 -0.3226
O 1.136 -0.558 -0.586 -0.1679
C 0.588 0.603 -0.244 -0.3857
S -1.598 0.229 -0.249 -0.1528
H -1.646 -2.036 0.372 0.3584
H 0.724 0.979 0.879 0.2931
H 0.561 1.358 -1.090 0.3345
```

Its charge is 0. The frontier orbital gap is 9.169 eV. The SMILES is C1=NOCS1. For the energy relative to the best compared isomer or geometry (same formula, charge and spin), the calculation gives 70.60 kcal per mole. The HOMO energy is -9.219 eV.

***

# 4
The molecule C2H3NOS at a distorted geometry. Source: the Open Molecules 2025 dataset; level of theory: ωB97M-V with the def2-TZVPD basis set.

```
8
Properties=species:S:1:pos:R:3:mulliken_charge:R:1
C -1.154 -0.601 0.489 -0.1341
N -1.511 0.536 0.005 -0.3453
S -0.293 1.551 -0.464 0.0758
C 1.213 0.576 -0.451 0.0731
O 1.384 -0.667 -0.371 -0.4874
H -1.829 -1.637 0.661 0.2269
H -0.004 -0.911 0.500 0.2793
H 2.195 1.151 -0.368 0.3118
```

Its charge is 0. The frontier orbital gap is 9.115 eV. The SMILES is C=NSC=O. For the energy relative to the best compared isomer or geometry (same formula, charge and spin), the calculation gives 60.75 kcal per mole. The HOMO energy is -9.189 eV.

***

# 5
The molecule C2H3NOS2 at a distorted geometry. Source: the Open Molecules 2025 dataset; level of theory: ωB97M-V with the def2-TZVPD basis set.

```
9
Properties=species:S:1:pos:R:3:mulliken_charge:R:1
O 0.018 1.495 -0.263 -0.3604
N 0.050 0.145 -0.206 0.2266
C 1.262 -0.487 -0.044 -0.0574
S 2.639 0.303 0.163 -0.2491
C -1.159 -0.485 -0.107 -0.1344
S -2.607 0.286 0.168 -0.2385
H -0.227 1.871 0.607 0.3320
H 1.128 -1.557 -0.168 0.2437
H -1.104 -1.571 -0.151 0.2374
```

Its charge is 0. The frontier orbital gap is 8.127 eV. The SMILES is ON(C=S)C=S. For the energy relative to the best compared isomer or geometry (same formula, charge and spin), the calculation gives 59.89 kcal per mole. The HOMO energy is -9.097 eV.

***

# 6
C2H3NOS2 as an isolated structure at a distorted geometry. Source: the Open Molecules 2025 dataset; level of theory: ωB97M-V with the def2-TZVPD basis set.

```
9
Properties=species:S:1:pos:R:3:mulliken_charge:R:1
C 1.348 -0.615 0.090 0.2721
C -0.277 0.781 -0.666 -0.1969
N 2.074 0.238 0.669 -0.4531
O 0.294 -0.487 -0.604 -0.2434
S 0.887 2.118 -0.016 -0.0601
S -1.861 0.618 0.317 -0.2044
H 1.546 -1.626 0.272 0.4054
H -0.575 1.137 -1.623 0.3195
H -1.436 0.933 1.576 0.1610
```

Its charge is 0. The frontier orbital gap is 7.968 eV. For the energy relative to the best compared isomer or geometry (same formula, charge and spin), the calculation gives 74.37 kcal per mole. The HOMO energy is -9.296 eV.

***

# 7
The molecule C2H3NOS2 at a distorted geometry. Source: the Open Molecules 2025 dataset; level of theory: ωB97M-V with the def2-TZVPD basis set.

```
9
Properties=species:S:1:pos:R:3:mulliken_charge:R:1
O 0.002 1.540 -0.220 -0.3531
N -0.002 0.171 -0.110 0.2366
C -1.212 -0.477 -0.084 -0.0890
S -2.674 0.217 0.009 -0.2398
C 1.204 -0.478 -0.089 -0.0921
S 2.669 0.214 0.009 -0.2409
H 0.028 1.909 0.703 0.3419
H -1.085 -1.548 -0.112 0.2182
H 1.071 -1.549 -0.105 0.2182
```

Its charge is 0. The frontier orbital gap is 8.154 eV. The SMILES is ON(C=S)C=S. For the energy relative to the best compared isomer or geometry (same formula, charge and spin), the calculation gives 57.72 kcal per mole. The HOMO energy is -9.083 eV.

***

# 8
A 2-piece molecular cluster, C2H3NOS2 overall at a distorted geometry. Source: the Open Molecules 2025 dataset; level of theory: ωB97M-V with the def2-TZVPD basis set.

```
9
Properties=species:S:1:pos:R:3:mulliken_charge:R:1
C -1.861 0.283 -1.965 -0.0563
N -2.353 0.446 -0.921 -0.0885
S -3.066 0.640 0.404 -0.1965
H -1.781 0.312 -3.058 0.3599
O 1.248 -0.845 0.507 -0.3531
C 1.013 0.285 0.407 0.1101
S 0.961 1.114 -1.208 -0.2086
H 0.664 1.105 1.124 0.3084
H 1.564 2.202 -0.797 0.1247
```

Its charge is 0. The frontier orbital gap is 9.023 eV. The SMILES is C#[N+][S-].O=CS. For the energy relative to the best compared isomer or geometry (same formula, charge and spin), the calculation gives 73.18 kcal per mole. The HOMO energy is -8.717 eV.